DFT (ωB97M-V with the def2-TZVPD basis set) results for a cluster of 2 separate species, C5H11ISi in total.

## Properties
Energy above the lowest of the compared OMol25 structures with the same formula, charge and spin, kcal per mole: 106.71
E_HOMO (alpha / beta), eV: -8.56 / -7.61
Kohn-Sham gap (alpha / beta), eV: 8.383 / 7.871

Last column: natural (NBO) charge in e.
CARTESIAN COORDINATES (ANGSTROEM)
C -0.56 -0.02 -1.53  -0.87
C -1.26 0.14 -0.25  -0.54
C -0.63 3.18 0.64  -0.50
C 1.90 -0.22 0.67  -1.13
C 0.03 -2.80 0.12  -1.08
Si 0.30 -0.87 0.01  1.51
I -3.35 0.14 0.08  0.14
H -1.04 -0.54 -2.28  0.22
H -0.17 1.01 -1.93  0.24
H -0.53 3.91 -0.14  0.16
H 0.28 2.72 1.09  0.16
H -1.61 2.81 0.87  0.18
H 2.24 -0.44 1.67  0.26
H 2.72 -0.51 -0.07  0.25
H 1.86 0.86 0.68  0.25
H 0.24 -3.09 1.22  0.25
H -1.01 -2.93 -0.26  0.25
H 0.61 -3.35 -0.61  0.24

DFT (ωB97M-V with the def2-TZVPD basis set) results for the ion C5H11N with charge -1.

## Properties
Energy above the lowest of the compared OMol25 structures with the same formula, charge and spin, kcal per mole: 48.32
Spin multiplicity: 2
E_HOMO (alpha / beta), eV: 1.51 / -3.94
Kohn-Sham gap (alpha / beta), eV: 2.202 / 7.523
Charge: -1
Expectation value of S²: 0.75

Last column: natural (NBO) charge in e.
CARTESIAN COORDINATES (ANGSTROEM)
C -1.33 2.65 -0.20  -0.61
C -0.18 1.69 -0.70  -0.43
C -0.08 0.52 0.20  -0.44
C 0.49 -0.65 -0.14  -0.03
N 0.09 -1.96 0.19  -0.66
C 1.17 -2.88 0.54  -1.05
H -1.84 3.15 -1.03  0.19
H -2.16 2.03 0.21  0.20
H -0.92 3.28 0.59  0.20
H 0.77 2.26 -0.66  0.19
H -0.49 1.46 -1.71  0.20
H -0.51 0.34 1.26  0.20
H 1.41 -0.64 -0.75  0.15
H -0.90 -1.86 0.40  0.39
H 1.40 -2.87 1.61  0.15
H 2.11 -2.62 0.03  0.18
H 0.95 -3.90 0.16  0.16

DFT (ωB97M-V with the def2-TZVPD basis set) results for a structure of composition C5H11N.

## Properties
Energy above the lowest of the compared OMol25 structures with the same formula, charge and spin, kcal per mole: 70.63
Spin multiplicity: 2
E_HOMO (alpha / beta), eV: 0.81 / -2.36
Kohn-Sham gap (alpha / beta), eV: 3.634 / 6.449
Charge: -1
Expectation value of S²: 0.75

Last column: natural (NBO) charge in e.
CARTESIAN COORDINATES (ANGSTROEM)
C -0.99 0.22 -1.65  -0.66
N -0.02 2.17 0.28  -1.04
C 0.32 0.88 0.48  0.07
C -0.34 -0.23 -0.33  -0.31
C -0.20 -1.76 -0.19  -0.66
C 1.17 0.37 1.58  -0.70
H -1.92 -0.35 -1.84  0.18
H -1.01 1.30 -1.57  0.27
H -0.31 0.16 -2.49  0.17
H -0.93 0.25 0.57  0.26
H 0.69 2.79 -0.02  0.32
H -1.21 -2.32 -0.09  0.19
H 0.04 -2.15 -1.17  0.19
H 0.50 -2.08 0.70  0.21
H 1.79 1.16 1.90  0.21
H 1.85 -0.54 1.37  0.18
H 0.58 0.13 2.47  0.13

DFT (ωB97M-V with the def2-TZVPD basis set) results for the molecule C5H11N.

## Properties
Energy above the lowest of the compared OMol25 structures with the same formula, charge and spin, kcal per mole: 19.48
E_HOMO, eV: -8.92
SMILES string: CC1(C)CNC1
Kohn-Sham gap, eV: 9.898

Last column: natural (NBO) charge in e.
CARTESIAN COORDINATES (ANGSTROEM)
C -1.04 -1.25 0.20  -0.60
C -0.20 0.03 0.12  -0.06
C -0.89 1.19 0.80  -0.60
C 0.34 0.27 -1.31  -0.21
N 1.56 -0.47 -0.95  -0.62
C 1.29 -0.24 0.48  -0.22
H -1.20 -1.53 1.25  0.21
H -0.56 -2.08 -0.33  0.22
H -2.03 -1.07 -0.26  0.21
H -0.28 2.10 0.75  0.21
H -1.84 1.42 0.30  0.21
H -1.10 0.96 1.85  0.21
H -0.25 -0.14 -2.14  0.18
H 0.50 1.35 -1.49  0.17
H 2.42 -0.06 -1.29  0.35
H 1.78 0.64 0.90  0.17
H 1.50 -1.12 1.12  0.18

DFT (ωB97M-V with the def2-TZVPD basis set) results for the molecule C5H11N.

## Properties
Energy above the lowest of the compared OMol25 structures with the same formula, charge and spin, kcal per mole: 27.43
E_HOMO, eV: -7.93
SMILES string: C/C=C(\C)NC
Kohn-Sham gap, eV: 9.020

Last column: natural (NBO) charge in e.
CARTESIAN COORDINATES (ANGSTROEM)
C 2.30 -0.66 0.50  -0.64
C 1.18 0.36 0.47  -0.26
C 0.06 0.19 -0.27  0.19
C -0.09 -0.75 -1.45  -0.67
N -1.10 0.95 0.02  -0.63
C -2.20 0.23 0.65  -0.41
H 1.95 -1.46 1.16  0.21
H 3.19 -0.17 0.88  0.21
H 2.52 -1.11 -0.47  0.21
H 1.23 1.15 1.20  0.19
H 0.63 -0.76 -2.27  0.23
H -0.12 -1.78 -1.06  0.22
H -1.10 -0.50 -1.78  0.23
H -0.80 1.69 0.64  0.36
H -1.79 -0.39 1.46  0.17
H -2.67 -0.42 -0.11  0.19
H -3.02 0.85 0.98  0.21

DFT (ωB97M-V with the def2-TZVPD basis set) results for the molecule C5H11N.

## Properties
Energy above the lowest of the compared OMol25 structures with the same formula, charge and spin, kcal per mole: 53.00
E_HOMO, eV: -8.82
SMILES string: CC(C)N1CC1
Kohn-Sham gap, eV: 10.023

Last column: natural (NBO) charge in e.
CARTESIAN COORDINATES (ANGSTROEM)
C -1.70 -0.82 0.39  -0.60
C -0.60 0.22 0.37  -0.04
C -0.82 1.08 -0.91  -0.63
N 0.61 -0.66 0.42  -0.44
C 1.59 -0.06 -0.44  -0.26
C 1.99 -0.52 0.89  -0.23
H -1.44 -1.59 -0.34  0.22
H -1.74 -1.29 1.37  0.21
H -2.67 -0.38 0.13  0.20
H -0.62 0.91 1.22  0.18
H -0.79 0.46 -1.82  0.21
H -0.13 1.92 -1.06  0.21
H -1.83 1.52 -0.86  0.22
H 1.56 1.03 -0.50  0.17
H 1.75 -0.59 -1.36  0.19
H 2.53 -1.46 0.90  0.20
H 2.31 0.24 1.60  0.19